DFT (wB97M-V/def2-TZVPD) results for a structure of composition C30H50BCrN9S5Si4.

Structure (XYZ):
```
100
Properties=species:S:1:pos:R:3:lowdin_charge:R:1
Cr 0.5313 1.2457 -0.3598 0.409
C 4.0087 2.3632 -0.9275 -0.010
C 3.5663 1.8007 0.3830 -0.343
C 4.1305 1.9521 1.6580 -0.052
C 3.3059 1.2467 2.5039 -0.068
N 2.3208 0.6969 1.7726 0.028
N 2.4804 1.0418 0.4651 0.009
B 1.2336 -0.3021 2.2718 -0.567
N -0.0916 0.3993 2.5970 0.017
C -1.0706 0.0850 3.4729 -0.074
C -2.1475 0.8936 3.2023 -0.035
C -1.7464 1.6872 2.1028 -0.354
C -2.5252 2.7295 1.3601 -0.038
N -0.5120 1.3753 1.7463 0.061
N 0.8548 -1.3707 1.0788 0.019
C 0.9836 -2.6352 1.3573 -0.082
C 0.5632 -3.8382 0.5604 -0.359
C -0.1116 -1.6015 -1.1641 -0.616
C 1.0969 -1.7757 -2.1182 -0.123
N 0.3234 -0.7786 -0.0068 -0.113
N 1.8443 -0.9922 3.5128 -0.030
C 3.0375 -1.6405 3.5418 -0.114
C 3.4317 -1.7537 4.8463 -0.029
C 2.4068 -1.1103 5.5836 -0.361
C 2.3141 -0.8931 7.0620 -0.046
N 1.4670 -0.6495 4.7801 0.127
H 5.0810 2.5652 -0.9185 0.084
H 3.4859 3.2999 -1.1367 0.045
H 3.7827 1.6679 -1.7354 0.080
H 5.0028 2.5297 1.9263 0.102
H 3.3541 1.1165 3.5761 0.128
H -0.9198 -0.6725 4.2275 0.107
H -3.0924 0.9292 3.7278 0.098
H -3.5740 2.7022 1.6625 0.075
H -2.4580 2.5689 0.2821 0.063
H -2.1246 3.7267 1.5527 0.065
H 1.3801 -2.8252 2.3401 0.104
H 0.0997 -4.5168 1.2822 0.108
H 1.9361 -2.2631 -1.6131 0.064
H 1.4489 -0.7960 -2.4553 0.068
H 0.8372 -2.3706 -3.0025 0.049
H 3.5262 -1.9573 2.6293 0.132
H 4.3247 -2.2338 5.2200 0.096
H 2.4556 -1.8267 7.6112 0.070
H 1.3343 -0.4825 7.3098 0.072
H 3.0764 -0.1880 7.4005 0.072
N -1.1315 2.2253 -2.5806 0.033
C -0.8740 1.2499 -1.9069 -0.572
C 0.4893 -0.6748 -5.1814 -0.217
Si -1.2359 -0.8532 -4.4906 0.422
C -2.2475 0.5475 -5.2166 -0.217
C -1.9921 -2.4335 -5.1832 -0.221
Si -1.4517 -0.6305 -2.1579 0.582
Si -0.7656 -3.2571 -0.6158 0.523
C -1.0671 -4.4657 -2.0035 -0.157
C -2.2803 -3.1065 0.4554 -0.153
C 1.7706 -4.5887 -0.0479 -0.093
Si -3.7031 -0.5021 -1.5157 0.428
C -4.2078 -0.3841 0.2890 -0.203
C -4.3603 1.0415 -2.3671 -0.213
C -4.6975 -1.9315 -2.2514 -0.225
H 0.4160 -0.5490 -6.2658 0.030
H 1.1357 -1.5322 -4.9740 0.018
H 0.9692 0.2208 -4.7688 0.038
H -1.9422 0.7609 -6.2487 0.031
H -2.1050 1.4583 -4.6254 0.002
H -3.3180 0.3066 -5.2154 0.020
H -1.8605 -2.4747 -6.2729 0.029
H -3.0686 -2.4501 -4.9743 0.009
H -1.5545 -3.3445 -4.7531 0.007
H -1.9740 -4.1883 -2.5569 0.025
H -1.2174 -5.4722 -1.5908 0.039
H -0.2322 -4.5099 -2.7118 0.033
H -3.1969 -2.9747 -0.1272 -0.006
H -2.1871 -2.2494 1.1385 0.043
H -2.3991 -4.0122 1.0655 0.044
H 1.4366 -5.3938 -0.7107 0.066
H 2.3916 -5.0339 0.7371 0.073
H 2.4072 -3.9224 -0.6310 0.058
H -3.3969 -0.0427 0.9421 0.006
H -4.5621 -1.3446 0.6746 0.025
H -5.0247 0.3399 0.3649 0.030
H -3.5781 1.8031 -2.4831 0.005
H -5.1802 1.4779 -1.7862 0.026
H -4.7389 0.8061 -3.3701 0.021
H -4.4221 -2.9077 -1.8342 0.010
H -4.5509 -1.9832 -3.3387 0.009
H -5.7694 -1.7764 -2.0621 0.033
C 1.2170 5.2414 3.0565 -0.388
S 2.8538 4.8970 2.3650 0.808
C 2.6746 5.4365 0.7060 -1.006
C 1.8376 4.9412 -0.2383 -1.129
S 0.5817 3.7706 -0.0711 0.588
S 1.9942 5.7475 -1.7972 0.901
C 3.2067 6.9011 -1.4073 -1.544
S 3.8055 8.0150 -2.4669 0.457
S 3.7196 6.7553 0.2207 0.876
H 1.2787 4.9757 4.1136 0.029
H 0.4774 4.6218 2.5526 -0.011
H 0.9778 6.2994 2.9502 0.039
```

Summary:
HOMO level (spin up / spin down) = -2.959 / -4.691 eV
largest force on an atom = 0.82 eV/A
frontier orbital gap (spin up / spin down) = 5.11 / 6.83 eV
electronic energy = -5884.43322 a.u.
net charge = -1
2S+1 = 6
LUMO (spin up / spin down) = 2.16 / 2.14 eV